Entry 1:
The following is a DFT calculation (wB97M-V/def2-TZVPD) of a molecular structure, C16H28CuGeN3OS2.

Structure (XYZ):
```
52
Properties=species:S:1:pos:R:3:nbo_charge:R:1
Cu 0.2276 -0.4251 -0.1129 1.2874
C 4.1789 3.0926 2.4131 -0.7764
S 2.8720 2.2350 3.2950 0.2257
C 2.2956 1.0154 2.1138 -0.0837
S 3.0597 0.6505 0.6656 -0.3035
N 1.2590 0.4168 2.6880 -0.4635
N 0.6317 -0.4876 1.8823 -0.2878
C 0.1399 -1.4981 2.4932 0.0044
C -0.6430 -2.4975 1.7393 0.1704
C -0.9446 -3.7456 2.2682 -0.2433
C -1.6659 -4.6369 1.4908 -0.1657
C -2.0590 -4.2616 0.2171 -0.2757
C -1.7001 -2.9986 -0.2329 0.0870
N -1.0214 -2.1401 0.5152 -0.4777
H 5.0517 3.1712 3.0599 0.2062
H 4.4273 2.5020 1.5292 0.2645
H 3.8469 4.0854 2.1130 0.2067
H 0.3174 -1.6175 3.5580 0.1878
H -0.6016 -4.0083 3.2611 0.2149
H -1.9055 -5.6225 1.8709 0.2087
H -2.6278 -4.9277 -0.4172 0.2143
H -1.9477 -2.6553 -1.2305 0.2157
C -2.7556 0.9269 1.5751 -1.0963
Ge -1.6204 2.2447 0.6627 1.6277
C -0.6958 3.2851 2.0334 -1.0989
C -2.8373 3.5137 -0.2296 -1.0909
C -0.4567 1.3950 -0.5981 -1.3698
H -3.5256 1.4066 2.1844 0.2113
H -2.1316 0.3063 2.2255 0.2231
H -3.2387 0.2712 0.8449 0.2185
H -1.4099 3.9131 2.5730 0.2087
H 0.0592 3.9274 1.5738 0.2239
H -0.1879 2.6314 2.7461 0.2464
H -3.4588 4.0406 0.5027 0.2092
H -3.4945 2.9998 -0.9365 0.2144
H -2.2514 4.2524 -0.7822 0.2181
H 0.3976 2.0382 -0.8299 0.2223
H -1.0255 1.2321 -1.5236 0.2020
C 1.8611 0.1845 -3.0291 -0.6326
C 0.9883 -1.0735 -2.9684 0.2488
C -0.2639 -0.8702 -3.8291 -0.6219
C 1.7879 -2.2552 -3.5299 -0.6148
O 0.6200 -1.3830 -1.6669 -0.9519
H 2.2847 0.3262 -4.0311 0.1816
H 2.6753 0.0944 -2.3067 0.2212
H 1.2789 1.0709 -2.7697 0.2130
H -0.0130 -0.6285 -4.8683 0.1848
H -0.8624 -0.0536 -3.4165 0.2076
H -0.8688 -1.7830 -3.8185 0.1909
H 1.9925 -2.1414 -4.6008 0.1825
H 1.2219 -3.1774 -3.3704 0.1990
H 2.7391 -2.3415 -2.9965 0.2056
```

Calculated values
highest occupied orbital energy (spin up / spin down) = -4.16 / -4.49 eV
total charge = -1
E_LUMO (spin up / spin down) = 2.5 / 2.4 eV
expectation value of S² = 0.76
frontier orbital gap (spin up / spin down) = 0.2446 / 0.2526 hartree
spin multiplicity = 2

=====

Entry 2:
The following is a DFT calculation (wB97M-V/def2-TZVPD) of a molecular structure, C55H77BF3N9O2PSiTi.

Structure (XYZ):
```
150
Properties=species:S:1:pos:R:3:lowdin_spin:R:1
Ti -0.1265 0.9211 -0.6572 0.9293
C -0.5446 3.1193 -3.6021 0.0019
C -0.1704 3.6362 -2.2542 0.0118
C -0.0861 4.9849 -1.9031 0.0020
C 0.2092 4.9976 -0.5610 0.0126
N 0.3281 3.7315 -0.1381 0.0052
N 0.0853 2.8810 -1.1756 0.0033
B 0.2734 3.1794 1.3159 0.0016
N -1.1481 2.5812 1.4974 0.0068
C -2.2244 3.0594 2.1359 0.0090
C -3.2719 2.1912 1.9248 0.0024
C -2.7604 1.1806 1.1081 0.0084
C -3.5025 -0.0030 0.5882 0.0020
N -1.4754 1.4258 0.8418 0.0066
N 1.3173 2.0149 1.5198 0.0005
C 2.1949 1.9458 2.5266 0.0010
C 2.7149 0.6724 2.5746 -0.0003
C 2.0896 -0.0309 1.5440 0.0007
C 2.3494 -1.4629 1.2231 0.0004
N 1.2494 0.7905 0.8968 -0.0024
N 0.6141 4.2747 2.3031 0.0000
C 1.6543 5.1431 2.1986 0.0000
C 1.7119 5.8675 3.3580 0.0000
C 0.6523 5.3601 4.1496 0.0000
C 0.2504 5.7791 5.5293 0.0000
N 0.0065 4.4003 3.5114 0.0001
H 0.1693 3.4640 -4.3509 0.0005
H -1.5272 3.5081 -3.8698 0.0004
H -0.5936 2.0371 -3.6346 0.0002
H -0.2390 5.8342 -2.5498 0.0000
H 0.3290 5.8270 0.1178 0.0010
H -2.1674 3.9649 2.7140 0.0007
H -4.2785 2.2689 2.3028 0.0001
H -4.3587 0.3304 -0.0002 0.0003
H -3.8901 -0.5928 1.4201 0.0005
H -2.8701 -0.6378 -0.0314 0.0007
H 2.3972 2.8040 3.1485 0.0000
H 3.4372 0.2819 3.2747 -0.0001
H 2.2771 -2.0390 2.1434 0.0000
H 3.3697 -1.5775 0.8415 0.0001
H 1.6363 -1.8767 0.5115 -0.0001
H 2.2850 5.1682 1.3215 0.0001
H 2.4065 6.6524 3.6155 0.0000
H 0.6533 6.7650 5.7571 0.0000
H 0.6284 5.0772 6.2743 0.0000
H -0.8346 5.8120 5.6213 0.0000
C -0.3646 -1.5349 -0.9714 -0.0063
Si 0.6994 -1.8028 -2.4080 -0.0013
C 2.3250 -0.8695 -2.1574 0.0010
N 2.1963 0.6121 -2.0336 -0.0018
C 2.2115 1.2035 -3.3985 0.0002
C 2.7698 2.6217 -3.4123 0.0002
C 4.2670 2.5952 -3.0701 0.0000
C 4.5563 1.4583 -2.0741 -0.0001
C 3.3160 1.1821 -1.2358 0.0000
C -0.1557 -1.4604 -4.0576 0.0006
C 0.5150 -1.0550 -5.2155 0.0002
C -0.1548 -0.9031 -6.4257 0.0000
C -1.5144 -1.1749 -6.5053 0.0000
C -2.1931 -1.6139 -5.3752 0.0000
C -1.5184 -1.7506 -4.1674 0.0000
C 1.2146 -3.6257 -2.6070 -0.0011
C 2.1284 -4.1993 -1.7133 -0.0003
C 2.5899 -5.4991 -1.8712 0.0000
C 2.1407 -6.2709 -2.9364 -0.0002
C 1.2245 -5.7332 -3.8301 0.0000
C 0.7707 -4.4264 -3.6666 -0.0002
H -0.1303 -1.0287 -0.0462 0.0025
H -1.3909 -1.8864 -1.0161 0.0010
H 3.0436 -1.1399 -2.9445 0.0001
H 2.7501 -1.2567 -1.2336 0.0000
H 2.8494 0.5946 -4.0509 -0.0001
H 1.2096 1.1596 -3.8112 0.0001
H 2.2270 3.2377 -2.6955 0.0001
H 2.6125 3.0546 -4.4016 0.0000
H 4.5643 3.5543 -2.6404 0.0000
H 4.8547 2.4539 -3.9790 0.0000
H 5.3878 1.7180 -1.4170 0.0000
H 4.8451 0.5463 -2.6037 0.0000
H 2.9834 2.1180 -0.7744 0.0000
H 3.5491 0.4971 -0.4272 0.0000
H 1.5848 -0.8693 -5.1857 0.0000
H 0.3867 -0.5794 -7.3085 0.0000
H -2.0397 -1.0559 -7.4468 0.0000
H -3.2532 -1.8383 -5.4294 0.0000
H -2.0625 -2.0974 -3.2932 0.0000
H 2.4856 -3.6168 -0.8644 0.0000
H 3.3038 -5.9120 -1.1660 0.0000
H 2.5046 -7.2837 -3.0671 0.0000
H 0.8671 -6.3285 -4.6638 0.0000
H 0.0582 -4.0273 -4.3814 0.0000
C 1.7117 -5.4208 5.3531 0.0000
C 1.6696 -3.9919 5.9271 0.0000
C 1.1567 -2.9803 4.8897 0.0000
C 0.0597 -3.5878 4.0046 -0.0001
C 0.6425 -4.7684 3.1833 0.0000
C 1.8950 -5.3731 3.8384 0.0000
P -0.5853 -2.2766 2.8604 -0.0002
C -2.0388 -3.0794 2.0307 0.0000
C -1.6762 -4.1265 0.9707 0.0000
C -2.8513 -4.2889 -0.0111 0.0002
C -4.2076 -4.0534 0.6817 0.0000
C -4.1411 -4.5071 2.1385 0.0000
C -3.1476 -3.6343 2.9388 0.0000
C -1.5000 -1.0575 3.9541 0.0000
C -2.1101 -1.5073 5.3107 0.0000
C -1.4939 -0.7916 6.5178 0.0000
C -1.5833 0.7402 6.4145 0.0000
C -1.4330 1.2300 4.9619 0.0001
C -0.6502 0.2151 4.1307 0.0000
H 0.7712 -5.9386 5.5689 0.0000
H 2.5093 -5.9956 5.8266 0.0000
H 2.6699 -3.6925 6.2515 0.0000
H 1.0273 -3.9679 6.8114 0.0000
H 1.9815 -2.6497 4.2481 0.0000
H 0.7855 -2.0907 5.3974 0.0000
H -0.7378 -3.9594 4.6535 0.0000
H 0.8791 -4.4467 2.1641 0.0000
H -0.1147 -5.5508 3.1002 0.0000
H 2.7799 -4.7730 3.5966 0.0000
H 2.0694 -6.3729 3.4373 0.0000
H -2.4411 -2.2234 1.4764 0.0000
H -1.4767 -5.0840 1.4581 0.0000
H -0.7761 -3.8357 0.4270 -0.0001
H -2.8266 -5.2916 -0.4447 0.0000
H -2.7410 -3.5840 -0.8401 0.0001
H -4.9994 -4.5845 0.1501 0.0000
H -4.4679 -2.9897 0.6493 0.0000
H -3.8249 -5.5542 2.1651 0.0000
H -5.1295 -4.4616 2.6013 0.0000
H -2.7105 -4.2369 3.7413 0.0000
H -3.6818 -2.8058 3.4117 0.0000
H -2.3248 -0.7505 3.2982 0.0000
H -2.0128 -2.5832 5.4532 0.0000
H -3.1835 -1.2949 5.3056 0.0000
H -0.4496 -1.0881 6.6285 0.0000
H -2.0006 -1.1285 7.4247 0.0000
H -0.8016 1.1795 7.0390 0.0000
H -2.5386 1.0823 6.8204 0.0000
H -0.9546 2.2116 4.9294 0.0000
H -2.4208 1.3425 4.5044 0.0001
H 0.3085 -0.0089 4.6141 0.0000
H -0.4184 0.6225 3.1434 0.0000
F -4.9200 1.2708 -2.5169 -0.0001
C -3.7722 0.6659 -2.8241 -0.0003
F -3.5752 0.7943 -4.1432 0.0000
F -3.9173 -0.6395 -2.5481 0.0000
C -2.5889 1.2987 -2.0536 0.0006
O -2.7799 2.3954 -1.5823 0.0004
O -1.5149 0.5668 -2.0155 -0.0025
```

Calculated values
highest occupied orbital energy (spin up / spin down) = -6.41 / -6.51 eV
E_LUMO (spin up / spin down) = 0.2 / 0.3 eV
energy relative to the best compared isomer or geometry (same formula, charge and spin) = 0.000 eV
expectation value of S² = 0.76
frontier orbital gap (spin up / spin down) = 0.2433 / 0.2517 hartree
spin multiplicity = 2

=====

Going through the records in order, we get calculated total energy values of -5379.755179, -4590.273506 Ha.